No. 1
{
  "formula": "C31H42N3OPPd",
  "method": "the ωB97M-V functional and the def2-TZVPD basis",
  "species": ["Pd", "N", "N", "C", "C", "C", "C", "H", "H", "H", "C", "C", "H", "H", "H", "C", "C", "H", "H", "H", "C", "H", "H", "H", "C", "H", "H", "H", "C", "H", "C", "H", "C", "H", "C", "H", "C", "C", "H", "C", "C", "H", "C", "H", "N", "C", "C", "C", "H", "C", "C", "H", "H", "H", "C", "H", "C", "C", "H", "H", "H", "C", "H", "H", "H", "C", "P", "C", "C", "O", "H", "H", "H", "H", "H", "H", "H", "H", "H"],
  "xyz": [[-0.353, 0.702, 0.467], [3.439, 3.212, -0.648], [-0.088, 0.369, -2.560], [-1.632, 0.866, 2.045], [-1.496, 2.138, 1.376], [-0.115, 2.523, 1.421], [0.501, 3.833, 1.062], [-0.196, 4.435, 0.473], [1.442, 3.703, 0.510], [0.754, 4.424, 1.960], [0.625, 1.470, 2.050], [2.088, 1.467, 2.222], [2.367, 1.988, 3.146], [2.580, 1.968, 1.377], [2.457, 0.441, 2.269], [-0.318, 0.442, 2.463], [0.026, -0.786, 3.199], [0.940, -1.227, 2.781], [-0.771, -1.528, 3.114], [0.183, -0.546, 4.258], [-2.620, 2.927, 0.813], [-3.186, 3.491, 1.570], [-3.336, 2.267, 0.314], [-2.253, 3.650, 0.078], [-2.905, 0.144, 2.306], [-2.727, -0.920, 2.497], [-3.577, 0.198, 1.441], [-3.457, 0.543, 3.171], [4.722, 2.870, -0.488], [5.293, 3.329, 0.391], [5.321, 2.060, -1.499], [6.410, 1.963, -1.413], [4.526, 1.443, -2.522], [4.943, 0.565, -3.064], [3.248, 1.987, -2.729], [2.487, 1.433, -3.315], [2.974, 3.213, -1.917], [2.355, 4.717, -2.208], [1.137, 3.919, -2.055], [-0.772, 0.161, -1.486], [-0.802, 0.428, -3.733], [-0.456, 0.903, -4.628], [-1.803, -0.407, -3.503], [-2.496, -0.930, -4.110], [-1.811, -0.573, -2.042], [-2.725, -1.241, -1.239], [-4.044, -0.755, -1.177], [-4.991, -1.523, -0.499], [-6.057, -1.223, -0.496], [-4.636, -2.723, 0.133], [-5.686, -3.614, 0.708], [-5.313, -4.111, 1.601], [-5.957, -4.387, -0.015], [-6.583, -3.048, 0.948], [-3.288, -3.113, 0.172], [-3.042, -4.064, 0.685], [-2.309, -2.365, -0.477], [-0.876, -2.809, -0.468], [-0.465, -2.829, -1.489], [-0.773, -3.826, -0.045], [-0.226, -2.156, 0.140], [-4.390, 0.543, -1.846], [-4.045, 0.565, -2.891], [-3.953, 1.409, -1.318], [-5.484, 0.690, -1.848], [3.116, -2.319, -1.279], [3.189, -1.869, 0.463], [3.615, -3.273, 1.506], [4.552, -0.704, 0.659], [1.861, -1.272, 0.858], [2.922, -1.407, -1.861], [2.289, -3.023, -1.448], [4.061, -2.777, -1.594], [4.486, -3.794, 1.092], [3.860, -2.896, 2.509], [2.761, -3.956, 1.573], [4.189, 0.310, 0.457], [4.944, -0.751, 1.684], [5.349, -0.962, -0.049]],
  "energy_ev": -52105.2595,
  "charge": -2,
  "multiplicity": 3,
  "lumo_energy_ev": [4.29, 4.28]
}

---

No. 2
{
  "formula": "C31H42N6O3PSSe2SiTeY",
  "method": "the ωB97M-V functional and the def2-TZVPD basis",
  "species": ["Y", "C", "Si", "C", "N", "C", "C", "C", "C", "C", "C", "C", "C", "C", "C", "C", "C", "C", "C", "C", "C", "C", "H", "H", "H", "H", "H", "H", "H", "H", "H", "H", "H", "H", "H", "H", "H", "H", "H", "H", "H", "H", "H", "H", "H", "H", "C", "C", "O", "P", "O", "Te", "O", "C", "C", "H", "H", "H", "H", "H", "H", "H", "H", "H", "H", "N", "C", "N", "S", "H", "H", "H", "H", "Se", "C", "N", "Se", "N", "C", "C", "C", "C", "C", "C", "N", "H", "H", "H", "H"],
  "xyz": [[-0.391, 0.142, -0.431], [-1.028, 1.915, 0.957], [-1.730, 1.156, 2.498], [-0.473, -0.239, 2.927], [-0.388, -1.322, 1.905], [-1.460, -2.339, 2.096], [-1.013, -3.609, 2.837], [0.003, -3.300, 3.932], [1.247, -2.642, 3.311], [0.925, -1.991, 1.958], [-3.472, 0.501, 2.186], [-4.228, -0.062, 3.217], [-5.545, -0.443, 3.016], [-6.133, -0.276, 1.769], [-5.399, 0.273, 0.728], [-4.082, 0.656, 0.942], [-1.778, 2.314, 3.990], [-2.902, 3.098, 4.253], [-2.886, 4.064, 5.248], [-1.739, 4.266, 6.004], [-0.617, 3.485, 5.769], [-0.639, 2.522, 4.772], [-0.142, 2.500, 1.235], [-1.724, 2.619, 0.485], [-0.634, -0.651, 3.930], [0.504, 0.260, 2.946], [-1.848, -2.638, 1.122], [-2.285, -1.871, 2.629], [-0.563, -4.318, 2.137], [-1.901, -4.086, 3.255], [0.283, -4.219, 4.450], [-0.454, -2.643, 4.675], [2.023, -3.392, 3.142], [1.658, -1.894, 3.991], [0.942, -2.741, 1.165], [1.687, -1.245, 1.728], [-3.780, -0.194, 4.198], [-6.115, -0.860, 3.838], [-7.166, -0.561, 1.613], [-5.841, 0.404, -0.251], [-3.532, 1.102, 0.120], [-3.802, 2.948, 3.666], [-3.768, 4.665, 5.433], [-1.719, 5.031, 6.770], [0.279, 3.631, 6.361], [0.250, 1.926, 4.592], [0.661, -4.684, -1.528], [0.633, -3.872, -2.807], [1.761, -2.981, -2.876], [1.685, -1.439, -2.475], [1.369, -1.251, -1.001], [3.713, -0.591, -3.347], [0.324, -0.919, -3.195], [0.207, -1.054, -4.634], [-1.260, -1.063, -5.003], [-0.208, -5.341, -1.494], [0.633, -4.016, -0.666], [1.571, -5.281, -1.477], [-0.300, -3.306, -2.872], [0.714, -4.515, -3.684], [0.699, -1.979, -4.941], [0.730, -0.220, -5.102], [-1.748, -1.957, -4.614], [-1.365, -1.037, -6.088], [-1.766, -0.195, -4.580], [4.080, -0.606, 0.215], [3.810, 0.702, 0.172], [4.761, 1.526, -0.272], [2.335, 1.318, 0.710], [4.852, -0.985, -0.310], [3.298, -1.217, 0.377], [5.610, 1.178, -0.683], [4.565, 2.510, -0.315], [-2.312, -1.709, -1.355], [-3.447, -0.568, -2.168], [-4.192, 0.141, -2.700], [1.693, 1.660, -2.401], [-0.046, 1.816, -2.068], [-0.656, 2.183, -3.206], [-2.047, 2.351, -3.375], [-2.510, 2.748, -4.596], [-1.628, 2.978, -5.683], [-0.277, 2.833, -5.553], [0.241, 2.425, -4.302], [1.526, 2.149, -4.060], [-2.723, 2.161, -2.554], [-3.572, 2.889, -4.744], [-2.046, 3.261, -6.640], [0.400, 3.003, -6.379]],
  "energy_ev": -214948.4168,
  "charge": 0,
  "de_lowest_kj_mol": 84.17,
  "lumo_energy_ev": -1.15
}

---

No. 3
{
  "formula": "C31H43BN2O23",
  "method": "the ωB97M-V functional and the def2-TZVPD basis",
  "species": ["C", "B", "O", "C", "C", "C", "O", "C", "N", "O", "C", "N", "O", "C", "O", "H", "H", "H", "H", "H", "H", "H", "C", "C", "C", "O", "C", "O", "O", "H", "H", "H", "H", "H", "H", "C", "C", "C", "O", "C", "O", "O", "H", "H", "H", "H", "H", "H", "C", "C", "C", "O", "C", "O", "O", "H", "H", "H", "H", "H", "H", "C", "C", "C", "O", "C", "O", "O", "H", "H", "H", "H", "H", "H", "C", "C", "C", "O", "C", "O", "O", "H", "H", "H", "H", "H", "H", "C", "C", "C", "O", "C", "O", "O", "H", "H", "H", "H", "H", "H"],
  "xyz": [[-5.756, 4.760, -1.290], [-4.220, 4.963, -1.934], [-3.058, 5.229, -1.042], [-4.119, 4.828, -3.586], [-2.571, 4.450, -3.983], [-2.682, 2.850, -4.415], [-1.843, 1.890, -3.644], [-2.652, 1.421, -2.473], [-2.934, 1.149, -1.216], [-1.929, 2.874, -5.712], [-2.883, 3.098, -6.839], [-3.933, 2.905, -7.610], [-4.111, 2.481, -4.445], [-5.046, 3.611, -4.246], [-6.349, 3.605, -4.575], [-6.435, 5.518, -1.913], [-6.044, 3.628, -1.536], [-5.776, 4.994, -0.144], [-2.602, 6.067, -1.351], [-4.599, 5.771, -4.120], [-2.359, 5.179, -4.886], [-1.703, 4.680, -3.224], [-2.175, 2.411, -12.093], [-1.401, 3.364, -11.205], [-2.247, 4.452, -10.615], [-1.318, 5.506, -10.437], [-0.334, 5.318, -11.368], [0.527, 6.137, -11.635], [-0.446, 4.093, -11.960], [-2.564, 2.924, -12.979], [-1.515, 1.617, -12.458], [-3.008, 1.951, -11.554], [-0.865, 2.807, -10.427], [-2.686, 4.161, -9.656], [-3.045, 4.798, -11.281], [-0.403, -0.464, 0.192], [0.085, -1.513, 1.170], [-0.792, -2.728, 1.229], [-0.588, -3.194, 2.551], [-0.239, -2.103, 3.298], [-0.176, -2.093, 4.515], [0.026, -1.026, 2.501], [-1.370, -0.052, 0.503], [0.297, 0.377, 0.160], [-0.500, -0.874, -0.818], [1.126, -1.781, 0.951], [-0.492, -3.490, 0.503], [-1.857, -2.509, 1.097], [1.684, -6.353, 4.621], [3.017, -6.151, 3.929], [2.984, -5.093, 2.867], [3.996, -5.519, 1.973], [4.091, -6.876, 2.112], [4.721, -7.603, 1.364], [3.385, -7.309, 3.198], [0.929, -6.732, 3.923], [1.780, -7.104, 5.413], [1.321, -5.422, 5.067], [3.802, -5.951, 4.668], [3.216, -4.100, 3.264], [2.034, -5.046, 2.323], [2.431, -3.507, 8.368], [3.763, -3.305, 7.676], [3.731, -2.247, 6.614], [4.743, -2.673, 5.720], [4.838, -4.030, 5.859], [5.468, -4.758, 5.111], [4.131, -4.463, 6.945], [1.676, -3.886, 7.670], [2.527, -4.258, 9.160], [2.068, -2.576, 8.814], [4.548, -3.106, 8.416], [3.963, -1.254, 7.012], [2.781, -2.200, 6.070], [3.316, 5.634, -7.443], [2.548, 4.613, -6.629], [1.441, 3.951, -7.394], [0.516, 3.616, -6.375], [0.713, 4.513, -5.361], [-0.031, 4.649, -4.407], [1.853, 5.238, -5.563], [2.677, 6.478, -7.725], [4.136, 6.051, -6.847], [3.736, 5.188, -8.349], [3.236, 3.874, -6.201], [1.779, 3.050, -7.916], [0.945, 4.613, -8.112], [-1.590, -4.137, 12.565], [-0.478, -4.099, 11.537], [0.614, -5.092, 11.800], [1.746, -4.471, 11.218], [1.510, -3.125, 11.249], [2.347, -2.273, 11.009], [0.213, -2.861, 11.588], [-1.224, -3.840, 13.554], [-2.376, -3.423, 12.297], [-2.034, -5.134, 12.635], [-0.890, -4.217, 10.527], [0.419, -6.058, 11.325], [0.813, -5.253, 12.865]],
  "energy_ev": -83586.0620,
  "charge": 0,
  "smiles": "CB(O)[C@H]1CC(OC#N)(OC#N)OC1=O.C[C@@H]1COC(=O)O1.C[C@@H]1COC(=O)O1.C[C@@H]1COC(=O)O1.C[C@@H]1COC(=O)O1.C[C@@H]1COC(=O)O1.C[C@@H]1COC(=O)O1",
  "lumo_energy_ev": -1.08
}